DFT (ωB97M-V/def2-TZVPD) results for a structure of composition C55H55GeNO3PZn.

Last column: Löwdin charge in e.
Atoms and positions in Å:
Zn -0.29381 -0.01401 0.47335  0.5568
C -0.80058 3.26119 -1.41056  -0.0536
C -1.76622 2.14067 -1.79394  -0.3705
C -1.05531 1.02270 -2.53560  -0.0582
C -2.56219 1.61469 -0.58642  -0.2857
C -3.64067 2.60592 -0.14458  -0.1160
O -3.51957 2.68999 1.25717  -0.0353
C -2.44337 1.91755 1.64922  -0.3022
N -1.78228 1.39154 0.63748  0.0491
C -2.28087 1.84566 3.05365  -0.1458
C -3.10916 2.71902 3.83515  -0.0493
C -3.10946 2.73303 5.19479  -0.1173
C -2.27407 1.84820 5.91932  -0.1226
C -1.46944 1.00233 5.20457  -0.1457
C -1.41687 0.96409 3.80179  -0.3261
P -0.28617 -0.20860 3.08357  1.0944
C -0.58601 -1.77627 3.98029  -0.3296
C 0.02347 -2.12996 5.18217  -0.1029
C -0.28101 -3.33279 5.79903  -0.0937
C -1.19971 -4.19962 5.22311  -0.1024
C -1.81068 -3.85858 4.02499  -0.0843
C -1.50101 -2.65962 3.40593  -0.0731
C 1.36813 0.26404 3.72221  -0.3748
C 2.44044 -0.60574 3.53542  -0.1164
C 3.71999 -0.24218 3.91013  -0.1001
C 3.95524 1.01100 4.46272  -0.1035
C 2.89919 1.88984 4.63797  -0.0891
C 1.61189 1.51841 4.27098  -0.0820
H -0.24218 3.60921 -2.28086  0.0765
H -0.08132 2.90508 -0.66812  0.0640
H -1.31725 4.11999 -0.98032  0.0738
H -2.52420 2.54657 -2.48005  0.1329
H -0.26700 0.58618 -1.92832  0.0318
H -0.57879 1.40029 -3.44306  0.0862
H -1.74276 0.22468 -2.81584  0.0565
H -3.03074 0.66734 -0.87152  0.1151
H -4.65065 2.26303 -0.38463  0.1227
H -3.49298 3.60379 -0.57286  0.1165
H -3.76038 3.39739 3.30714  0.1010
H -3.75757 3.42420 5.71826  0.0865
H -2.27456 1.82940 6.99885  0.0806
H -0.83008 0.32327 5.75765  0.0899
H 0.74949 -1.46691 5.63728  0.1015
H 0.20047 -3.59220 6.73288  0.0960
H -1.43789 -5.13819 5.70769  0.0938
H -2.52606 -4.52749 3.56702  0.0982
H -1.97754 -2.39274 2.46595  0.0778
H 2.27031 -1.57598 3.08440  0.1129
H 4.54172 -0.92938 3.75511  0.0999
H 4.95782 1.30055 4.74699  0.0939
H 3.07238 2.87082 5.06107  0.0978
H 0.78618 2.20562 4.40538  0.1049
O -3.35590 -1.43606 0.62629  0.0207
C -2.42257 -2.05253 0.13211  -0.7050
O -1.24282 -1.60596 -0.06883  -0.1392
C -2.61946 -3.53511 -0.24325  -0.1668
C -1.61240 -4.05300 -1.26175  -0.2553
Ge -2.11375 -3.74655 -3.12525  1.0321
C -0.54707 -4.02588 -4.26424  -0.2691
C -0.69442 -4.36140 -5.60925  -0.1235
C 0.40902 -4.55058 -6.42629  -0.0955
C 1.68743 -4.41090 -5.90542  -0.1013
C 1.85299 -4.08562 -4.56952  -0.0905
C 0.74369 -3.89532 -3.75834  -0.0948
C -3.40290 -5.14412 -3.63286  -0.2616
C -4.73542 -4.85610 -3.91374  -0.0969
C -5.63928 -5.86763 -4.21227  -0.0947
C -5.22046 -7.18734 -4.23649  -0.1055
C -3.89453 -7.49267 -3.96360  -0.0986
C -2.99969 -6.47839 -3.66415  -0.1144
C -2.98145 -2.05136 -3.58199  -0.2657
C -2.76311 -1.49448 -4.84102  -0.1086
C -3.44830 -0.36169 -5.25598  -0.0917
C -4.37854 0.23096 -4.41716  -0.0939
C -4.61196 -0.31187 -3.16423  -0.0842
C -3.91936 -1.44062 -2.75003  -0.1078
H -3.65461 -3.65739 -0.57407  0.1023
H -2.54783 -4.09635 0.69850  0.1090
H -1.47421 -5.13694 -1.18812  0.0714
H -0.65672 -3.57596 -1.05357  0.0556
H -1.68740 -4.49570 -6.02342  0.1021
H 0.27192 -4.81050 -7.46802  0.0971
H 2.55156 -4.55529 -6.54066  0.0962
H 2.84753 -3.97630 -4.15658  0.1000
H 0.89311 -3.63237 -2.71839  0.0933
H -5.07566 -3.82756 -3.90286  0.0930
H -6.67234 -5.62204 -4.42518  0.0980
H -5.92357 -7.97723 -4.46718  0.0952
H -3.55954 -8.52239 -3.98343  0.0969
H -1.96519 -6.73267 -3.46083  0.1011
H -2.02964 -1.93553 -5.50624  0.0890
H -3.25144 0.05964 -6.23436  0.0988
H -4.91311 1.11625 -4.73592  0.0989
H -5.32627 0.14887 -2.49328  0.1069
H -4.12698 -1.82346 -1.76176  0.0883
C 2.61432 0.19252 -1.84507  -0.0799
C 2.74347 0.96157 -0.52789  -0.5869
C 4.00108 0.42309 0.19368  -0.0487
C 1.55429 0.73715 0.37523  -0.0672
C 2.95217 2.46241 -0.76400  -0.1747
C 3.21169 2.99220 -2.02429  -0.0405
C 3.40288 4.35624 -2.20965  -0.0982
C 3.34335 5.22382 -1.13418  -0.1126
C 3.09740 4.71050 0.13168  -0.0859
C 2.90675 3.35201 0.31192  -0.0367
H 2.36097 -0.84395 -1.62123  0.0798
H 3.54553 0.19526 -2.41643  0.0771
H 1.83167 0.60013 -2.47330  0.0597
H 3.88603 -0.64194 0.39396  0.0803
H 4.14534 0.92979 1.14725  0.0686
H 4.89379 0.57324 -0.41964  0.0821
H 1.72748 1.21949 1.33734  -0.0095
H 3.25136 2.34244 -2.88555  0.0965
H 3.59385 4.73774 -3.20568  0.0943
H 3.48156 6.28769 -1.27771  0.0916
H 3.04208 5.37378 0.98567  0.0976
H 2.70998 2.97809 1.30631  0.1015

relative energy (zero: lowest compared OMol25 entry of this formula, charge and spin)	0.383	eV
2S+1	1
total charge	-1
frontier orbital gap (spin up / spin down)	6.73 / 4.35	eV
lowest unoccupied orbital energy (spin up / spin down)	2.36 / 2.35	eV
HOMO (spin up / spin down)	-0.16083 / -0.07353	Eh



DFT (ωB97M-V/def2-TZVPD) results for a structure of composition C4H14F5N5O3PTeTl.

Last column: natural (NBO) charge in e.
Atoms and positions in Å:
Tl -0.23040 -0.20718 -0.08188  0.8069
N -1.32063 1.89766 2.12881  -0.6431
N -0.30297 2.24315 3.01992  -0.4195
C 0.94985 1.74261 2.87759  0.6390
N 1.78993 1.95568 3.89154  -0.7760
N 1.23390 1.14699 1.72877  -0.5035
N 2.46077 0.59290 1.54798  0.6374
O 2.57628 -0.02129 0.50187  -0.3981
O 3.37836 0.72210 2.35007  -0.4376
H -1.89223 2.71380 1.95548  0.3684
H -1.88091 1.15243 2.51679  0.3839
H -0.57384 2.47616 3.96402  0.3751
H 1.45893 2.32177 4.76527  0.4001
H 2.70863 1.54105 3.81476  0.4502
F -0.91110 -0.69774 4.01057  -0.6619
Te -0.97557 -2.25191 2.93810  3.4339
F -2.51402 -2.57119 3.93794  -0.6141
F -2.19896 -1.29710 1.84764  -0.6641
F -1.47004 -3.77493 2.00683  -0.6235
F -0.15245 -3.25756 4.25488  -0.6177
O 0.46465 -1.80834 1.98668  -1.1953
C 3.14794 -1.41048 -3.51537  -0.9280
P 1.46970 -0.93210 -2.94662  0.7848
C 0.75676 -2.61336 -2.71726  -0.9396
C 0.66961 -0.45681 -4.54875  -0.9359
H 3.09822 -2.08953 -4.36902  0.2168
H 3.67622 -1.89929 -2.69601  0.2412
H 3.71404 -0.52165 -3.79465  0.2344
H 0.93897 -3.24924 -3.58622  0.2233
H -0.32016 -2.54303 -2.55391  0.2291
H 1.20027 -3.08072 -1.83612  0.2420
H 1.33815 -0.63947 -5.39097  0.2284
H 0.40154 0.59903 -4.54501  0.2311
H -0.24207 -1.03646 -4.69598  0.2321

2S+1	1
frontier orbital gap	8.55	eV
lowest unoccupied orbital energy	-0.06	eV
HOMO	-0.31654	Eh



DFT (ωB97M-V/def2-TZVPD) results for the ion C5H6N3O with charge -1 in a non-equilibrium geometry.

Last column: natural (NBO) charge in e.
Atoms and positions in Å:
H -2.18276 1.90160 1.18341  0.3192
N -1.61801 2.11882 0.36678  -0.6852
C -0.58566 1.30654 0.32903  0.0615
C 0.31161 1.49134 -0.68146  0.0597
N 1.36355 0.83566 -0.94291  -0.4219
C 1.75342 -0.28732 -0.24769  -0.1008
C 1.04798 -1.35751 0.22280  -0.2389
C -0.37373 -1.69736 0.05782  -0.1752
N -1.29065 -0.91388 -0.22444  -0.0355
O -2.50450 -1.20488 -0.56275  -0.6164
H -0.23156 0.70455 1.20757  0.1767
H 0.24539 2.32986 -1.24008  0.1716
H 2.85978 -0.27393 -0.13936  0.1715
H 1.48507 -2.16990 0.79184  0.1907
H -0.27993 -2.78361 -0.12056  0.1231

relative energy (zero: lowest compared OMol25 entry of this formula, charge and spin)	0.964	eV
2S+1	1
total charge	-1
frontier orbital gap (spin up / spin down)	6.85 / 6.85	eV
lowest unoccupied orbital energy (spin up / spin down)	3.90 / 3.90	eV
HOMO (spin up / spin down)	-0.10827 / -0.10830	Eh
SMILES	[H]/N=C/C=N\C=C/C=N/[O-]



Ordered E_tot results: -6606.96672; -1941.43302; -433.50510; unit Ha.